1.
Molecular formula: C3H8N3O
Method: DFT, ωB97M-V/def2-TZVPD

Structure (XYZ):
```
15
Properties=species:S:1:pos:R:3
C -2.1619 -0.7180 0.2101
C -0.0287 0.2614 -0.4841
C 1.4576 0.1175 -0.5448
N -0.7786 -0.6459 0.2063
N -2.8626 0.0572 -0.4567
N 1.3208 1.0808 0.6160
O 1.9675 -0.9685 -0.0066
H -2.3782 -1.4975 0.9235
H -0.5900 0.8602 -1.1161
H 2.0115 0.4647 -1.4037
H -3.8771 0.1695 -0.6196
H -0.2596 -1.4833 0.5401
H 1.2996 0.5310 1.5251
H 1.6879 1.9901 0.6804
H 2.6641 -1.4114 -0.4801
```

Electronic energy = -9749.76311 eV
Charge = +1
Kohn-Sham gap = 9.891 eV
E_LUMO = -4.18 eV
Relative energy (zero: lowest compared OMol25 entry of this formula, charge and spin) = 2.701 eV
HOMO = -14.07 eV

=====

2.
Molecular formula: C20H21F4O5S2
Method: DFT, ωB97M-V/def2-TZVPD

Structure (XYZ):
```
52
Properties=species:S:1:pos:R:3
C -0.0799 0.0086 -3.5088
C -1.1757 -0.1444 -2.4128
C -1.6402 1.2508 -1.9518
C -2.2297 -1.2622 -2.5628
C -1.8771 -2.6238 -2.4950
C -2.8382 -3.6159 -2.6279
C -4.1964 -3.2704 -2.7286
C -4.5640 -1.9353 -2.7193
C -3.5885 -0.9369 -2.6616
O -0.9393 -0.8862 -1.3522
S 1.9890 0.4233 0.1394
C 2.3737 -1.1744 -0.6815
F 2.7700 -0.8114 -1.9241
F 3.4110 -1.7513 -0.0493
F 1.4006 -2.0948 -0.7937
H -0.6202 0.3242 -4.4136
H 0.6312 0.8108 -3.2273
H 0.4707 -0.9269 -3.6885
H -2.2514 1.7073 -2.7523
H -2.2030 1.1786 -1.0042
H -0.7261 1.8464 -1.7462
H -0.8940 -2.8887 -2.1335
H -2.5395 -4.6485 -2.5783
H -4.9527 -4.0369 -2.8118
H -5.6016 -1.6325 -2.7107
H -3.8371 0.1009 -2.4931
C 0.3299 -2.1262 5.2796
C 0.2393 -2.5795 3.8589
O 0.4509 -1.3516 3.1067
C 0.3402 -1.3989 1.7740
C 0.7166 0.0430 1.1580
F -0.4310 0.7278 0.9967
S 1.7265 1.2485 2.5567
C 1.9395 2.7378 1.5027
C 3.2172 3.2712 1.5935
C 3.5123 4.4501 0.9181
C 2.5514 5.0541 0.1102
C 1.2908 4.4674 -0.0461
C 0.9613 3.3349 0.6963
O 0.9180 1.6321 3.6864
O 2.9858 0.5290 2.7306
O -0.1365 -2.2888 1.1063
H 0.0198 -2.9049 5.9650
H 1.3594 -1.8431 5.5000
H -0.3019 -1.2492 5.4119
H 1.0229 -3.2772 3.5682
H -0.7323 -2.9706 3.5741
H 3.9382 2.7590 2.2233
H 4.5011 4.8820 1.0556
H 2.7781 5.9893 -0.3941
H 0.5580 4.9149 -0.7146
H -0.0472 2.9385 0.6715
```

Electronic energy = -63854.11260 eV
Charge = -1
Kohn-Sham gap = 4.404 eV
E_LUMO = 2.36 eV
Relative energy (zero: lowest compared OMol25 entry of this formula, charge and spin) = 0.000 eV
HOMO = -2.05 eV

=====

3.
Molecular formula: C22H27AsN4O6RuS
Method: DFT, ωB97M-V/def2-TZVPD

Structure (XYZ):
```
62
Properties=species:S:1:pos:R:3
Ru 0.1211 0.3770 0.7407
O -2.4932 3.7730 0.4730
As -0.8922 3.1285 0.7531
O 0.2738 4.2788 0.6303
O -0.6494 1.9351 -0.4604
C -1.0124 2.5762 2.6230
C -0.4849 3.5942 3.4142
C -0.6542 3.5585 4.7885
C -1.3500 2.5152 5.3878
C -1.8609 1.4780 4.6221
C -1.6915 1.4993 3.2419
S -2.1055 0.0002 2.3868
O -3.2540 -0.6073 2.9611
O -2.1908 0.3965 0.9543
O -0.8297 -0.7656 2.4943
H -2.4310 4.7345 0.5944
H 0.0307 4.4139 2.9349
H -0.2480 4.3595 5.3944
H -1.4858 2.5024 6.4619
H -2.3853 0.6437 5.0803
C 0.4849 -2.7265 -0.3685
N 1.0521 -1.5955 0.4378
C 1.9032 -1.8367 1.3973
C 2.3979 -0.7689 2.1657
C 3.3420 -0.7350 3.2023
C 3.4204 0.5830 3.6244
C 2.5020 1.3152 2.8431
N 1.8989 0.5118 1.9584
C 0.2152 -4.0032 0.3925
C -0.8939 -4.1139 1.2275
C -1.1097 -5.2769 1.9528
C -0.2208 -6.3419 1.8475
C 0.8820 -6.2425 1.0126
C 1.0980 -5.0739 0.2869
H 1.1880 -2.9504 -1.1756
H -0.4301 -2.3718 -0.8324
H 2.2196 -2.8520 1.6275
H 3.9077 -1.5819 3.5708
H 4.0465 0.9870 4.4098
H 2.2624 2.3706 2.9019
H -1.5894 -3.2872 1.3176
H -1.9769 -5.3524 2.5994
H -0.3914 -7.2502 2.4142
H 1.5722 -7.0734 0.9203
H 1.9599 -4.9993 -0.3725
N 1.6745 2.6210 -3.5203
C 1.2202 1.2207 -3.8839
C 0.6475 0.5939 -2.6304
N 1.5828 0.5928 -1.4894
C 2.2097 1.9161 -1.2491
C 2.7863 2.5581 -2.4901
H 0.8893 3.1231 -3.1083
H 1.9658 3.1383 -4.3412
H 2.0958 0.7002 -4.2564
H 0.4797 1.2906 -4.6743
H 0.3233 -0.4217 -2.8480
H -0.2263 1.1663 -2.3393
H 2.2861 -0.1253 -1.5985
H 2.9932 1.8129 -0.5010
H 1.4609 2.5890 -0.8400
H 3.5885 1.9798 -2.9374
H 3.1315 3.5684 -2.2919
```

Electronic energy = -115744.40368 eV
Charge = +1
Multiplicity = 6
Kohn-Sham gap (spin up / spin down) = 7.696 / 5.929 eV
E_LUMO (spin up / spin down) = -2.94 / -4.66 eV
Relative energy (zero: lowest compared OMol25 entry of this formula, charge and spin) = 1.294 eV
HOMO (spin up / spin down) = -10.63 / -10.58 eV

=====

4.
Molecular formula: C11H13BrF3NO10
Method: DFT, ωB97M-V/def2-TZVPD

Structure (XYZ):
```
39
Properties=species:S:1:pos:R:3
C 1.2147 1.4870 -0.8514
C 2.3328 0.7201 -1.5343
F 2.1460 0.7450 -2.9097
N 2.4322 -0.6549 -1.0593
C 1.1843 -1.3968 -1.2107
C 1.2816 -2.8153 -0.6912
O 0.5125 -3.6100 -0.9908
O 2.2736 -3.1276 0.1649
C 3.4501 -1.2645 -1.8358
O 3.2527 -1.9781 -2.7177
O 4.7225 -0.9059 -1.4350
Br 5.6929 -0.4168 -2.9318
H 0.4458 1.7811 -1.5621
H 1.6259 2.4220 -0.4816
H 0.7535 0.9426 -0.0363
H 3.2861 1.1949 -1.3185
H 0.8611 -1.4741 -2.2473
H 0.3693 -0.9396 -0.6531
H 2.5197 -2.3231 0.6520
C -4.3660 2.4985 -1.0481
C -3.3580 3.5557 -1.4184
O -2.3824 3.4224 -0.3990
C -2.4140 2.1195 0.0050
O -1.5681 1.5947 0.6471
O -3.5415 1.5026 -0.4353
F -3.8925 4.7981 -1.3587
H -5.0962 2.8629 -0.3241
H -4.8920 2.0948 -1.9099
H -2.8875 3.4110 -2.3928
C -0.4743 -2.4067 2.6361
C -1.4241 -1.8242 3.6522
O -0.6371 -0.8272 4.2805
C 0.2696 -0.4029 3.3524
O 0.9071 0.5887 3.4380
O 0.3374 -1.2754 2.3053
F -1.7902 -2.7447 4.5771
H 0.1512 -3.1928 3.0621
H -0.9811 -2.7957 1.7555
H -2.3175 -1.3654 3.2248
```

Electronic energy = -111776.75511 eV
Kohn-Sham gap = 9.695 eV
E_LUMO = -0.97 eV
HOMO = -10.67 eV

=====

5.
Molecular formula: C10H18F2N3O9S3
Method: DFT, ωB97M-V/def2-TZVPD

Structure (XYZ):
```
45
Properties=species:S:1:pos:R:3
C -2.7431 -4.1955 -2.4854
C -2.2408 -2.7869 -1.8878
C -0.6839 -2.4649 -2.1464
N -0.2522 -1.4679 -1.1188
C -0.0270 -0.0972 -1.6547
C -1.0835 0.4152 -2.7461
S -2.7341 0.8564 -1.9487
O -3.8957 0.3533 -2.7744
O -2.8655 2.3771 -1.9251
O -2.6548 0.2073 -0.4057
C -1.5965 0.8779 0.3442
C -1.6005 0.2535 1.8278
C -0.7073 -1.0628 2.0136
O -0.8224 -1.5531 3.3898
C -0.1592 0.9146 -0.3776
O 0.0759 2.3128 -0.7991
C 0.6047 3.0250 0.3255
N 0.7682 3.7839 1.2535
H -2.6113 -4.2004 -3.6279
H -2.2948 -5.1085 -1.9597
H -3.8846 -4.2464 -2.2782
H -2.3741 -2.8031 -0.7353
H -2.9017 -1.9738 -2.3482
H -0.1131 -3.4484 -1.9048
H -0.4170 -2.2083 -3.2284
H 0.6890 -1.7853 -0.8001
H 1.0682 0.0244 -2.0208
H -1.2048 -0.2440 -3.6693
H -0.6832 1.4334 -3.1345
H -1.9419 1.9800 0.4656
H -1.2454 1.0318 2.5864
H -2.6827 -0.0259 2.1257
H 0.4077 -0.9308 1.7912
H -1.0672 -1.9328 1.3374
H -0.0174 -2.0645 3.6200
H 0.6704 0.6439 0.3611
N 4.7482 3.6054 2.8689
S 4.3298 2.7994 1.5842
O 3.2369 1.8587 1.7176
O 5.3757 2.4332 0.6548
F 3.6109 3.9694 0.7657
S 5.4344 2.6824 3.9412
O 5.5360 3.2946 5.2498
O 6.5976 1.9236 3.5390
F 4.3522 1.5431 4.2143
```

Electronic energy = -71496.84614 eV
Charge = -1
Kohn-Sham gap = 8.776 eV
E_LUMO = 1.95 eV
HOMO = -6.83 eV

=====

6.
Molecular formula: C21H18N6O2S2
Method: DFT, ωB97M-V/def2-TZVPD

Structure (XYZ):
```
49
Properties=species:S:1:pos:R:3
C -0.1253 1.5738 -1.4118
C 0.8703 0.5935 -0.9113
C 0.8328 -0.7573 -0.7658
N -0.1090 -1.7696 -0.9379
C -1.4292 -1.7068 -1.1798
O -2.0297 -0.7465 -1.6299
C -2.1699 -2.9662 -0.7646
S -2.3005 -2.9524 1.0844
C -2.0102 -1.2477 1.3485
N -0.8952 -0.7142 1.7699
N -1.0060 0.6203 1.7511
C -2.2076 0.8882 1.3121
S -3.1010 2.3163 0.9356
C -4.4492 1.3064 0.4149
C -5.6688 1.7362 -0.0765
C -6.6118 0.7831 -0.4173
C -6.3489 -0.5727 -0.2622
C -5.1330 -1.0111 0.2281
C -4.1795 -0.0619 0.5568
N -2.9111 -0.2589 1.0558
C 2.1008 -1.1971 -0.2022
O 2.4534 -2.3401 0.0351
N 2.8315 -0.0431 -0.0365
C 4.2052 0.0274 0.2225
C 4.7626 -0.8284 1.1673
C 6.1210 -0.7767 1.4171
C 6.9256 0.1290 0.7451
C 6.3690 0.9755 -0.1989
C 5.0142 0.9246 -0.4703
N 2.1198 1.0506 -0.5252
C 2.2163 2.2849 0.2294
H 0.3182 2.1952 -2.1883
H -0.4570 2.2217 -0.6005
H -0.9854 1.0487 -1.8161
H 0.2796 -2.6376 -0.5722
H -1.6386 -3.8795 -1.0230
H -3.1727 -2.9713 -1.1899
H -5.8694 2.7896 -0.1873
H -7.5673 1.0999 -0.8055
H -7.1038 -1.2965 -0.5270
H -4.9273 -2.0605 0.3655
H 4.1293 -1.5328 1.6803
H 6.5529 -1.4447 2.1468
H 7.9847 0.1705 0.9502
H 6.9934 1.6743 -0.7359
H 4.5850 1.5623 -1.2287
H 3.2371 2.4056 0.5848
H 1.9680 3.1188 -0.4242
H 1.5368 2.2770 1.0872
```

Electronic energy = -56775.13937 eV
SMILES string = Cc1c(NC(=O)CSc2nnc3sc4ccccc4n23)c(=O)n(-c2ccccc2)n1C
Kohn-Sham gap = 8.245 eV
E_LUMO = 0.44 eV
HOMO = -7.80 eV